DFT (the ωB97M-V functional and the def2-TZVPD basis) results for 10 unconnected molecules or ions with the total composition C20H62N10O14.

Calculated values
net charge: 0
SMILES: COC[C@H](C)N.COC[C@H](C)N.NC(N)=O.NC(N)=O.NC(N)=O.NC(N)=O.OCCO.OCCO.OCCO.OCCO
HOMO energy: -9.30 eV
DFT total energy: -2400.148145 Ha
2S+1: 1
relative energy (zero: lowest compared OMol25 entry of this formula, charge and spin): 75.81 kJ/mol

Each line ends with the Mulliken charge.
Cartesian coordinates (Å):
C (-9.07790, -15.68130, -28.92399)  -0.25
O (-8.01164, -15.04563, -29.57970)  -0.31
C (-7.22057, -15.92733, -30.35696)  -0.81
C (-5.83850, -15.36168, -30.57886)  1.92
C (-5.71913, -14.22345, -31.61033)  -1.61
N (-4.98762, -16.50316, -30.97157)  -0.77
H (-9.63391, -15.02154, -28.26123)  0.38
H (-8.67014, -16.48336, -28.29656)  -0.26
H (-9.72684, -16.17558, -29.65312)  0.33
H (-7.22327, -16.91490, -29.88594)  0.45
H (-7.71920, -16.04264, -31.32618)  0.24
H (-5.45986, -14.91627, -29.65504)  -1.00
H (-5.83221, -14.54345, -32.64687)  0.40
H (-4.69010, -13.85134, -31.57938)  0.35
H (-6.31736, -13.35184, -31.34931)  0.36
H (-4.09639, -16.17970, -31.32730)  0.29
H (-4.78227, -17.04073, -30.13786)  0.26
C (-4.60888, -10.97468, -29.45444)  -1.02
O (-4.88524, -11.92059, -28.44051)  -0.11
C (-3.69724, -12.45410, -27.88542)  -1.18
C (-4.05114, -13.72141, -27.07929)  1.06
C (-5.30348, -13.59287, -26.17920)  -0.76
N (-2.94358, -14.16055, -26.25808)  -0.75
H (-4.03884, -11.35077, -30.31320)  0.35
H (-3.99030, -10.15830, -29.07135)  0.38
H (-5.47763, -10.57193, -29.97337)  0.29
H (-3.00081, -12.68510, -28.69852)  0.45
H (-3.19082, -11.70487, -27.26508)  0.44
H (-4.29782, -14.38405, -27.91712)  -0.10
H (-5.14251, -12.91975, -25.33786)  0.08
H (-5.64368, -14.59278, -25.91790)  0.10
H (-5.99516, -13.11068, -26.87204)  0.40
H (-3.11173, -15.09548, -25.90911)  0.21
H (-2.07741, -14.20568, -26.78437)  0.28
N (-3.98180, -18.15153, -24.32191)  -0.43
C (-5.31837, -17.88010, -24.35635)  0.39
N (-5.99064, -18.98597, -23.97576)  -0.13
O (-5.80143, -16.74798, -24.42632)  -0.34
H (-3.79992, -19.13264, -24.39408)  0.14
H (-3.29885, -17.43136, -24.47702)  0.22
H (-6.99773, -18.88908, -23.94052)  -0.13
H (-5.57736, -19.86198, -23.72878)  0.19
N (-8.20162, -15.44846, -23.38802)  0.50
C (-8.95674, -15.00373, -24.43417)  -0.10
N (-8.56625, -15.63315, -25.56716)  0.46
O (-10.02018, -14.41666, -24.31186)  -0.82
H (-8.45909, -14.98766, -22.52310)  0.49
H (-7.22252, -15.61002, -23.55795)  -0.33
H (-9.18192, -15.65639, -26.35576)  -0.22
H (-7.61948, -15.95868, -25.43671)  -0.12
N (-11.17955, -16.67194, -22.66091)  -0.18
C (-11.43464, -18.00205, -22.61398)  0.71
N (-12.73056, -18.34002, -22.79686)  -0.46
O (-10.54278, -18.81130, -22.33961)  -0.74
H (-10.22025, -16.36982, -22.66454)  0.07
H (-11.92718, -16.04791, -22.90727)  0.19
H (-12.97046, -19.31349, -22.79243)  0.25
H (-13.31790, -17.52631, -22.82541)  0.15
N (-5.43636, -13.34420, -22.02917)  -0.29
C (-6.32442, -13.56441, -21.03528)  0.78
N (-5.80207, -13.39613, -19.79501)  -0.46
O (-7.47213, -13.99996, -21.17497)  -0.81
H (-4.56562, -12.96581, -21.70501)  0.19
H (-5.69723, -13.43794, -22.99475)  0.09
H (-4.80266, -13.38224, -19.71324)  0.13
H (-6.46017, -13.47152, -19.04008)  0.27
O (-8.80158, -19.95694, -24.24516)  -0.71
C (-9.23553, -19.01936, -25.22482)  0.12
C (-8.62948, -19.30231, -26.60179)  -0.28
O (-9.08504, -20.44006, -27.33849)  -0.56
H (-9.23069, -19.81304, -23.39136)  0.47
H (-10.32808, -18.95416, -25.22003)  0.57
H (-8.87888, -18.08443, -24.77979)  -0.17
H (-7.54195, -19.27326, -26.60128)  0.19
H (-8.93306, -18.37764, -27.10706)  0.12
H (-10.04040, -20.49221, -27.23680)  0.35
O (-7.15380, -16.64820, -19.87017)  -0.59
C (-7.94031, -17.80409, -19.98154)  -0.30
C (-7.20050, -18.86013, -20.81275)  0.30
O (-6.39343, -19.71806, -19.99938)  -0.62
H (-7.41724, -15.99862, -20.53116)  0.30
H (-8.11498, -18.31247, -19.03123)  0.38
H (-8.91849, -17.65382, -20.44369)  0.05
H (-6.54674, -18.42662, -21.57398)  0.08
H (-7.80654, -19.59858, -21.34960)  0.09
H (-6.24297, -20.55391, -20.44145)  0.31
O (-8.26200, -11.63451, -24.90292)  -0.43
C (-7.31347, -10.63847, -24.53533)  -0.32
C (-6.96143, -9.65299, -25.65844)  -0.19
O (-6.08191, -8.73240, -25.05508)  -0.55
H (-8.41528, -12.23957, -24.17198)  0.21
H (-7.82830, -10.04210, -23.77645)  0.43
H (-6.44036, -11.12231, -24.08948)  0.17
H (-7.91889, -9.17422, -25.87020)  0.28
H (-6.57738, -10.15897, -26.54488)  0.04
H (-5.19157, -8.74576, -25.40831)  0.32
O (-11.96260, -12.72028, -25.33818)  -0.51
C (-12.75385, -12.17984, -24.28167)  -0.43
C (-14.18464, -11.99409, -24.65997)  -0.37
O (-14.80288, -13.29541, -24.51468)  -0.51
H (-11.45796, -13.45481, -24.96328)  0.54
H (-12.71594, -12.85490, -23.42480)  0.26
H (-12.28152, -11.21761, -24.06292)  0.29
H (-14.34627, -11.62730, -25.67408)  0.35
H (-14.69144, -11.36214, -23.92525)  0.26
H (-15.56294, -13.27080, -25.10279)  0.29

Cartesian forces (eV/Å) of the 2 atoms listed first:
C 0.47 -0.95 -0.22
O 0.16 0.77 0.44

***

DFT (the ωB97M-V functional and the def2-TZVPD basis) results for a molecular structure, C6H7NO3.

Calculated values
net charge: 0
HOMO energy: -9.26 eV
DFT total energy: -513.228433 Ha
2S+1: 1
relative energy (zero: lowest compared OMol25 entry of this formula, charge and spin): 222.35 kJ/mol

Each line ends with the Mulliken charge.
Cartesian coordinates (Å):
C (-0.52090, 1.24882, 0.01804)  0.20
C (2.24116, -0.38637, -0.08938)  0.56
C (-0.65962, -0.26745, 0.50093)  0.52
C (1.29991, 0.34691, -1.04021)  -0.37
C (0.21189, -1.11653, -0.26394)  -0.33
C (-2.08803, -0.68636, 0.74137)  -1.48
N (0.66340, 1.48410, -0.64417)  -0.12
O (-1.41456, 2.01556, 0.25779)  -0.58
O (3.28810, -0.04498, 0.34155)  -0.55
O (1.52997, -1.39537, 0.36833)  -0.38
H (-0.02811, 0.05990, 1.41556)  0.21
H (1.78669, 0.43320, -1.97194)  0.42
H (0.04783, -1.78345, -1.02885)  0.51
H (-2.66798, -0.72249, -0.11023)  0.36
H (-2.47088, 0.15252, 1.41628)  0.34
H (-2.11767, -1.59898, 1.28140)  0.41
H (0.89878, 2.26097, -1.19253)  0.27

Cartesian forces (eV/Å) of the 2 atoms listed first:
C -2.24 -0.32 -0.37
C -0.34 1.87 0.62

***

DFT (the ωB97M-V functional and the def2-TZVPD basis) results for 3 unconnected molecules or ions with the total composition C20H46N2O7P.

Calculated values
net charge: +1
HOMO energy: -11.06 eV
DFT total energy: -1766.796139 Ha
2S+1: 1
relative energy (zero: lowest compared OMol25 entry of this formula, charge and spin): 0.00 kJ/mol

Each line ends with the Mulliken charge.
Cartesian coordinates (Å):
C (3.49128, -0.24768, 4.85599)  -1.01
C (4.44610, 0.94529, 4.83820)  -0.82
N (4.40993, 1.78380, 3.60281)  0.17
C (4.90424, 1.09033, 2.41454)  -1.03
C (4.05398, 1.32114, 1.14036)  -0.68
P (2.43688, 2.08561, 1.35781)  0.23
C (1.31176, 1.46310, 2.60890)  0.62
C (0.77207, 2.64873, 3.42680)  -0.39
N (1.19958, 3.07715, 4.53210)  -0.58
C (4.78005, 3.12666, 3.83374)  0.74
C (5.48038, 3.88346, 2.73331)  -1.27
O (4.54297, 3.63514, 4.88632)  -0.54
H (3.85369, -0.99876, 5.56730)  0.40
H (3.42350, -0.75731, 3.88350)  0.26
H (2.47967, 0.03834, 5.17371)  0.30
H (5.48249, 0.60012, 4.98103)  0.45
H (4.22730, 1.62647, 5.66171)  0.47
H (4.89952, 0.01916, 2.63686)  0.52
H (5.94627, 1.35441, 2.18667)  0.35
H (4.57987, 1.97607, 0.42970)  0.50
H (3.86072, 0.38064, 0.60191)  0.59
H (1.81692, 1.95232, 0.11443)  0.08
H (2.54530, 3.46304, 1.53805)  0.16
H (0.46054, 0.95074, 2.13434)  0.27
H (1.82694, 0.75929, 3.26509)  -0.43
H (-0.08455, 3.16482, 2.97289)  0.42
H (2.01147, 2.56642, 4.88855)  0.26
H (6.50637, 3.51593, 2.60620)  0.32
H (4.98389, 3.81655, 1.76068)  0.28
H (5.52062, 4.93334, 3.03936)  0.36
C (1.09478, -3.96587, -1.83232)  -0.77
O (0.31697, -3.73201, -0.67958)  -0.24
C (0.95339, -2.87741, 0.23712)  -0.57
C (0.00651, -2.47143, 1.34748)  -0.49
O (-0.88693, -1.42559, 0.99571)  -0.29
C (-1.97330, -1.78822, 0.14246)  -0.18
C (-3.08897, -2.52951, 0.83998)  -0.87
O (-2.74013, -3.88512, 1.02240)  -0.22
C (-3.67742, -4.57218, 1.82372)  -0.80
H (2.05782, -4.42456, -1.57980)  0.33
H (0.53582, -4.64737, -2.46871)  0.25
H (1.28190, -3.03394, -2.38007)  0.28
H (1.31256, -1.97093, -0.27767)  0.25
H (1.82411, -3.38467, 0.68085)  0.47
H (0.61428, -2.05992, 2.15976)  0.42
H (-0.52527, -3.34454, 1.72993)  0.24
H (-1.61728, -2.36145, -0.71524)  0.24
H (-2.37630, -0.83983, -0.21651)  0.18
H (-3.99704, -2.44927, 0.22690)  0.50
H (-3.29098, -2.05460, 1.81013)  0.34
H (-3.73357, -4.13937, 2.82918)  0.32
H (-3.34777, -5.60598, 1.89620)  0.23
H (-4.67758, -4.54831, 1.37741)  0.31
C (-0.86571, 2.25172, -2.71555)  -0.80
O (-1.70584, 1.56414, -3.60127)  -0.34
C (-1.73586, 0.17217, -3.34489)  0.22
C (-2.86221, -0.49925, -4.09579)  -0.59
O (-4.12277, -0.33429, -3.47257)  -0.39
C (-4.82462, 0.86083, -3.78612)  -0.46
C (-5.57054, 0.79856, -5.09888)  -0.61
O (-4.67904, 0.98834, -6.17946)  -0.26
C (-5.29001, 0.72655, -7.42387)  -0.76
H (0.17098, 1.88965, -2.78412)  0.29
H (-0.88753, 3.30496, -2.98920)  0.34
H (-1.20575, 2.14323, -1.67619)  0.28
H (-1.87630, -0.00703, -2.27038)  -0.28
H (-0.77880, -0.27841, -3.64815)  0.43
H (-2.66943, -1.57436, -4.08256)  0.45
H (-2.87971, -0.15980, -5.13394)  0.27
H (-4.15366, 1.72377, -3.78129)  0.26
H (-5.55793, 0.98231, -2.98706)  0.37
H (-6.34469, 1.57880, -5.10731)  0.44
H (-6.06936, -0.17575, -5.18379)  0.35
H (-5.62559, -0.31438, -7.49065)  0.32
H (-4.54883, 0.91402, -8.19770)  0.23
H (-6.15221, 1.38191, -7.59144)  0.30

Cartesian forces (eV/Å) of the 2 atoms listed first:
C -0.07 -0.01 -0.07
C 0.07 0.06 0.09

***

DFT (the ωB97M-V functional and the def2-TZVPD basis) results for a molecular structure, C3H2CoFLiO2.

Calculated values
net charge: +3
HOMO energy (alpha / beta): -24.51 / -24.68 eV
DFT total energy: -1754.714955 Ha
2S+1: 5
relative energy (zero: lowest compared OMol25 entry of this formula, charge and spin): 57.47 kJ/mol
expectation value of S²: 6.01

Each line ends with the Mulliken charge.
Cartesian coordinates (Å):
C (-2.13726, -0.58859, -1.09420)  -0.54
C (-1.30034, -0.09718, -0.19153)  0.97
H (-1.79646, -1.33579, -1.80806)  0.36
H (-3.18010, -0.27903, -1.09571)  0.35
F (-1.71323, 0.72046, 0.76825)  -0.02
O (0.81208, 1.50720, -0.01122)  -0.25
C (1.10138, 0.36783, -0.20602)  0.63
O (-0.02628, -0.55615, -0.05133)  -0.35
Co (2.94849, -0.36548, -0.27286)  0.90
Li (-0.27494, -2.43661, 0.49563)  0.96

Cartesian forces (eV/Å) of the 2 atoms listed first:
C -2.66 -1.28 -2.76
C 2.19 2.83 5.28

***

Which value of net charge does entry 2 give?
0

***

Which of these has the highest net charge?
C3H2CoFLiO2